{"formula": "C26H53BrN4O4P", "method": "ωB97M-V/def2-TZVPD", "e_tot_ev": -121300.448, "homo_energy_ev": [-4.5, -4.5], "lumo_ev": [2.4, 2.2], "spin_multiplicity": 3, "max_force_ev_per_a": 2.382, "charge": -1, "species": ["C", "C", "C", "C", "N", "C", "C", "O", "O", "N", "Br", "P", "C", "C", "H", "H", "H", "H", "H", "H", "H", "H", "H", "H", "H", "H", "H", "H", "H", "H", "H", "C", "C", "C", "C", "C", "C", "N", "O", "C", "C", "C", "H", "H", "H", "H", "H", "H", "H", "H", "H", "H", "H", "H", "H", "H", "H", "H", "H", "H", "C", "C", "C", "C", "C", "C", "N", "O", "C", "C", "C", "H", "H", "H", "H", "H", "H", "H", "H", "H", "H", "H", "H", "H", "H", "H", "H", "H", "H"], "positions_angstrom": [[-7.040798, 3.886704, -1.385697], [-7.461608, 2.491353, -1.892698], [-6.300060, 1.536239, -2.244121], [-4.960722, 1.897431, -1.582727], [-4.085390, 0.748812, -1.705393], [-2.677073, 1.010372, -1.442740], [-2.036043, 1.332248, -2.828621], [-2.299184, 2.442630, -3.352404], [-1.337697, 0.427116, -3.324900], [-2.468886, 2.168870, -0.533842], [-0.613224, 2.593713, -0.565577], [-2.817376, 1.818684, 1.162335], [-3.779954, 3.268273, 1.758223], [-3.835813, 0.295193, 1.340588], [-6.602736, 3.801446, -0.398322], [-6.316726, 4.309288, -2.076816], [-7.918064, 4.528162, -1.386126], [-8.103236, 2.642033, -2.759466], [-8.067946, 2.031175, -1.111885], [-6.100383, 1.486824, -3.308087], [-6.562362, 0.555061, -1.849069], [-5.114558, 2.215540, -0.543186], [-4.543259, 2.755344, -2.097322], [-4.422973, -0.036913, -1.171165], [-2.189169, 0.091201, -1.106228], [-3.454282, 4.121012, 1.164309], [-3.493862, 3.490545, 2.779030], [-4.864604, 3.206985, 1.643522], [-3.469509, -0.517950, 0.725715], [-4.869900, 0.473778, 1.016093], [-3.903273, -0.019631, 2.375461], [0.337739, -3.632707, -4.399316], [0.314829, -3.209198, -2.916996], [0.963412, -1.838017, -2.776151], [2.477188, -1.878051, -2.972147], [3.123271, -2.898778, -2.035597], [2.479681, -4.288887, -2.088328], [0.988900, -4.235626, -2.056951], [0.608914, -4.073124, -0.829386], [2.953027, -5.040016, -3.348443], [3.026388, -5.116225, -0.925694], [-1.168991, -3.097157, -2.579884], [-0.375478, -3.034584, -4.964777], [1.298055, -3.478644, -4.887453], [0.054560, -4.681530, -4.513987], [0.747226, -1.427346, -1.785637], [0.514152, -1.146073, -3.489657], [2.727287, -2.106581, -4.012876], [2.892180, -0.887841, -2.772888], [4.189356, -2.983480, -2.264870], [3.061164, -2.511197, -1.013070], [2.416237, -5.983715, -3.460484], [4.015559, -5.276130, -3.271620], [2.841147, -4.471421, -4.268283], [2.868262, -4.628809, 0.034791], [4.101616, -5.251489, -1.045208], [2.561382, -6.103292, -0.891432], [-1.662767, -4.069500, -2.665478], [-1.650439, -2.405841, -3.269695], [-1.339467, -2.710332, -1.577240], [3.240271, -0.285803, 2.243460], [2.429973, 0.958705, 2.662447], [2.955610, 2.180306, 1.911032], [4.330279, 2.629477, 2.401886], [4.317685, 2.865326, 3.911429], [3.748038, 1.697258, 4.723303], [2.484021, 1.155503, 4.144477], [1.504980, 1.923410, 4.502947], [4.797893, 0.574190, 4.837996], [3.538621, 2.169377, 6.161210], [1.008182, 0.657886, 2.197788], [2.976731, -0.575392, 1.226589], [4.317605, -0.129501, 2.231409], [3.020719, -1.134100, 2.893557], [2.251487, 3.010977, 2.021993], [3.000111, 1.959516, 0.842804], [5.095169, 1.893328, 2.137930], [4.612758, 3.553584, 1.892605], [5.331790, 3.085276, 4.254687], [3.726343, 3.765031, 4.110679], [4.368340, -0.309004, 5.313288], [5.636337, 0.901285, 5.454644], [5.229191, 0.274503, 3.886003], [2.904622, 3.052546, 6.215287], [4.498861, 2.434543, 6.604008], [3.088198, 1.384694, 6.771271], [0.598635, -0.208868, 2.721253], [1.004638, 0.435484, 1.132074], [0.329198, 1.494520, 2.341822]], "forces_ev_per_angstrom": [[-0.2, -0.7, -0.7], [0.3, 0.3, 0.1], [0.2, 0.4, 0.9], [-0.8, -0.1, -0.3], [0.4, 0.4, 0.4], [0.2, 0.3, -1.3], [0.3, 0.9, -1.2], [-0.3, -0.4, 0.7], [0.1, -0.7, 0.3], [-0.6, -0.8, 0.7], [-0.1, 0.2, -0.1], [2.0, -0.1, 1.2], [-0.5, -0.1, -0.8], [-1.5, 0.7, -0.9], [0.0, 0.3, 0.2], [0.2, 0.2, 0.1], [0.0, 0.2, 0.3], [-0.1, -0.2, -0.1], [-0.2, -0.1, 0.0], [-0.2, -0.2, -0.2], [-0.1, -0.3, -0.4], [-0.1, -0.1, 0.1], [0.4, -0.1, -0.1], [-0.1, 0.1, 0.1], [0.0, 0.0, 0.2], [0.1, 0.0, -0.2], [-0.1, -0.2, 0.3], [-0.1, 0.0, 0.2], [0.4, -0.1, 0.1], [-0.1, -0.1, 0.0], [0.4, 0.1, 0.2], [0.3, -0.2, -0.2], [-0.7, 0.0, -1.7], [0.6, 0.2, 0.2], [0.0, -0.2, 0.0], [-0.2, 0.6, 0.0], [1.2, -1.0, -1.0], [0.3, 1.8, 1.5], [-0.4, -0.7, 0.1], [0.0, 0.1, -0.3], [-0.4, 0.0, 0.4], [-0.2, -0.2, 0.5], [-0.1, 0.1, 0.2], [0.0, -0.1, 0.1], [0.0, 0.0, 0.0], [-0.1, -0.1, 0.0], [-0.2, 0.0, 0.1], [0.0, 0.0, 0.0], [0.0, 0.0, 0.0], [0.0, -0.2, 0.0], [-0.1, -0.1, 0.0], [-0.1, 0.0, 0.0], [0.0, 0.0, 0.2], [-0.1, 0.0, 0.0], [-0.1, 0.0, 0.0], [0.0, 0.1, -0.2], [0.0, 0.0, 0.0], [0.1, 0.0, 0.0], [0.2, 0.1, 0.0], [0.1, -0.1, 0.0], [0.3, 0.0, 0.1], [0.3, -1.5, -1.2], [0.3, 0.5, 0.2], [0.0, -0.1, 0.0], [-0.2, 0.3, -0.5], [1.5, -0.8, 0.7], [-0.5, 2.3, -0.5], [-0.4, -0.5, 0.4], [0.2, -0.2, -0.2], [-0.6, 0.2, 0.1], [-0.4, 0.3, 0.5], [-0.2, 0.1, 0.0], [0.0, 0.0, 0.1], [0.0, 0.0, 0.0], [-0.1, -0.1, 0.1], [-0.1, -0.2, 0.0], [0.0, 0.0, 0.0], [0.0, 0.0, 0.0], [0.0, -0.1, 0.1], [-0.1, -0.1, 0.1], [-0.1, 0.0, 0.0], [-0.1, 0.1, 0.0], [-0.1, 0.0, 0.0], [-0.1, -0.1, 0.0], [0.1, -0.1, -0.1], [0.0, 0.0, 0.0], [0.0, 0.0, 0.0], [0.1, 0.0, 0.0], [0.0, 0.0, 0.1]]}

{"formula": "C35H40N8OPdS", "method": "ωB97M-V/def2-TZVPD", "e_tot_ev": -65217.321, "homo_energy_ev": [-12.4, -12.4], "lumo_ev": [-5.9, -5.9], "spin_multiplicity": 1, "max_force_ev_per_a": 1.371, "de_lowest_kj_mol": 155.42, "charge": 2, "species": ["Pd", "N", "C", "C", "C", "C", "C", "C", "S", "N", "C", "C", "C", "C", "C", "C", "N", "H", "H", "H", "H", "H", "H", "H", "H", "H", "C", "C", "C", "C", "C", "C", "C", "N", "C", "C", "C", "C", "C", "C", "C", "N", "C", "C", "C", "C", "H", "H", "H", "H", "H", "H", "H", "H", "H", "H", "H", "H", "H", "H", "H", "H", "H", "H", "H", "H", "H", "H", "H", "H", "C", "N", "C", "C", "C", "N", "C", "O", "N", "H", "H", "H", "H", "H", "H", "H"], "positions_angstrom": [[-0.160427, 0.162002, 0.010314], [-1.290810, 0.257246, -4.137733], [-1.678450, 1.536307, -4.641943], [-1.875391, 1.701080, -5.997564], [-2.253777, 2.942380, -6.496718], [-2.410155, 4.012214, -5.633437], [-2.187049, 3.839739, -4.270851], [-1.837608, 2.597440, -3.774511], [-1.602265, 2.412381, -2.033421], [-0.840184, 0.862386, -1.919375], [-0.808627, 0.032443, -2.900807], [-0.207998, -1.315874, -2.642477], [-0.081426, -2.305789, -3.597198], [0.444874, -3.534968, -3.225747], [0.825870, -3.737740, -1.913572], [0.678367, -2.691261, -1.020164], [0.180262, -1.508507, -1.381641], [-1.204128, -0.472225, -4.820856], [-1.737171, 0.861954, -6.671270], [-2.418324, 3.065866, -7.558638], [-2.698430, 4.983358, -6.012287], [-2.294905, 4.678398, -3.592229], [-0.369543, -2.153014, -4.627452], [0.552104, -4.321505, -3.960802], [1.237224, -4.680699, -1.580040], [0.976060, -2.799160, 0.012185], [1.619490, -2.288196, 6.258200], [0.929104, -3.229887, 5.258280], [1.854198, -4.416333, 4.946527], [-0.364338, -3.750226, 5.881611], [0.671414, -2.463115, 3.966627], [1.736717, -1.955354, 3.217219], [1.490815, -1.235534, 2.073855], [0.245454, -1.006080, 1.628184], [-0.804348, -1.490676, 2.314432], [-0.607725, -2.212838, 3.480698], [-2.156041, -1.195477, 1.760524], [-3.324473, -1.700485, 2.298152], [-4.554087, -1.376290, 1.732707], [-4.525699, -0.545196, 0.614308], [-3.325212, -0.076626, 0.120207], [-2.157988, -0.395366, 0.689794], [-5.878863, -1.892720, 2.285559], [-5.686979, -2.740509, 3.541852], [-6.776340, -0.694820, 2.632424], [-6.551681, -2.749468, 1.201789], [1.827169, -2.829763, 7.182489], [0.980777, -1.436606, 6.506951], [2.568893, -1.906859, 5.876794], [2.017825, -4.996746, 5.855477], [2.832359, -4.093905, 4.585415], [1.413771, -5.080220, 4.199100], [-0.128327, -4.280131, 6.804354], [-0.883571, -4.454282, 5.225679], [-1.051120, -2.940965, 6.143390], [2.762117, -2.111362, 3.523525], [2.296415, -0.809666, 1.490720], [-1.465955, -2.583428, 4.018111], [-3.284769, -2.352762, 3.157106], [-5.440608, -0.258017, 0.113025], [-3.283636, 0.576325, -0.741497], [-5.197938, -2.182708, 4.345451], [-5.111955, -3.649253, 3.342811], [-6.663261, -3.052543, 3.914084], [-6.304470, -0.044135, 3.372147], [-7.715814, -1.056669, 3.053260], [-7.020023, -0.093916, 1.754485], [-5.931207, -3.607822, 0.933633], [-6.753760, -2.175901, 0.295063], [-7.506414, -3.126069, 1.573263], [0.881094, 5.192936, 0.170187], [0.528665, 4.233175, 1.229133], [0.218696, 4.644863, 2.484996], [-0.095835, 3.774648, 3.463688], [-0.077878, 2.392445, 3.115463], [0.181438, 1.981214, 1.883780], [0.500748, 2.887485, 0.919522], [0.756695, 2.509883, -0.226546], [-0.346931, 1.461819, 4.051904], [1.208196, 6.115155, 0.640994], [0.020899, 5.384899, -0.466687], [1.681531, 4.780037, -0.432512], [0.247210, 5.713763, 2.648261], [-0.327742, 4.114917, 4.461162], [-0.428601, 1.725350, 5.017701], [-0.184045, 0.491731, 3.844897]], "forces_ev_per_angstrom": [[-0.1, -0.8, -1.1], [-0.2, 0.4, 0.0], [0.1, -0.4, 0.1], [0.0, 0.0, -0.2], [0.0, -0.1, 0.0], [0.0, 0.0, 0.1], [0.0, 0.2, 0.0], [0.1, 0.1, 0.0], [0.0, -0.3, 0.2], [0.2, 0.6, 1.0], [0.2, -0.5, -0.3], [-0.2, 0.4, 0.0], [0.0, -0.1, -0.1], [0.0, 0.0, -0.1], [0.0, 0.0, 0.0], [0.0, 0.1, -0.2], [0.5, -0.3, 0.4], [0.0, 0.0, 0.0], [0.0, 0.0, 0.0], [0.0, 0.0, 0.0], [0.0, 0.0, 0.0], [0.0, 0.0, 0.0], [0.0, 0.0, 0.0], [0.0, 0.0, 0.0], [0.0, 0.0, 0.0], [0.0, 0.0, 0.0], [0.0, 0.0, 0.0], [0.0, 0.0, -0.1], [0.0, -0.1, 0.0], [-0.1, -0.1, 0.0], [0.0, 0.0, 0.1], [0.1, -0.1, 0.0], [-0.1, 0.2, -0.1], [0.1, 0.8, -0.2], [-0.3, 0.0, -0.2], [0.1, -0.1, 0.1], [0.3, 0.1, 0.0], [-0.1, -0.1, 0.1], [-0.1, 0.0, 0.1], [-0.1, 0.0, -0.1], [0.1, -0.2, 0.3], [-0.6, 0.2, 0.0], [0.1, 0.0, -0.1], [0.0, -0.1, 0.1], [0.0, 0.0, 0.0], [-0.1, 0.0, 0.0], [0.0, 0.0, 0.0], [0.0, 0.0, 0.0], [0.0, 0.0, 0.0], [0.0, 0.0, 0.0], [0.0, 0.0, 0.0], [0.0, 0.0, 0.0], [0.0, 0.0, 0.0], [0.0, 0.0, 0.0], [0.0, 0.0, 0.0], [0.0, 0.0, 0.0], [0.0, 0.0, 0.0], [0.0, 0.0, 0.0], [0.0, 0.0, 0.0], [0.0, 0.0, 0.0], [0.0, 0.0, 0.0], [0.0, 0.0, 0.0], [0.0, 0.0, 0.0], [0.0, 0.0, 0.0], [0.0, 0.0, 0.0], [0.0, 0.0, 0.0], [0.0, 0.0, 0.0], [0.0, 0.0, 0.0], [0.0, 0.0, 0.0], [0.0, 0.0, 0.0], [-0.1, -0.1, 0.2], [0.1, 0.2, 0.0], [0.1, 0.2, -0.2], [0.0, -0.1, 0.0], [-0.1, 0.0, 0.0], [0.0, 0.2, 0.2], [0.1, -0.2, -0.1], [0.1, -0.1, 0.2], [0.0, 0.0, 0.0], [0.0, 0.0, 0.0], [0.0, 0.0, 0.0], [0.0, 0.0, 0.0], [0.0, 0.0, 0.0], [0.0, 0.0, 0.0], [0.0, 0.0, 0.0], [0.0, 0.0, 0.0]]}

{"formula": "C4H40NO14S", "method": "ωB97M-V/def2-TZVPD", "e_tot_ev": -45781.746, "homo_energy_ev": -10.4, "lumo_ev": -2.5, "spin_multiplicity": 1, "max_force_ev_per_a": 2.486, "de_lowest_kj_mol": 309.22, "charge": 1, "species": ["C", "C", "C", "S", "C", "N", "H", "H", "H", "H", "H", "H", "H", "H", "H", "H", "H", "H", "H", "H", "O", "H", "H", "O", "H", "H", "O", "H", "H", "O", "H", "H", "O", "H", "H", "O", "H", "H", "O", "H", "H", "O", "H", "H", "O", "H", "H", "O", "H", "H", "O", "H", "H", "O", "H", "H", "O", "H", "H", "O"], "positions_angstrom": [[-0.325125, 0.416551, -1.088181], [-0.394544, -0.822277, -1.984840], [0.845770, -1.699987, -2.101125], [1.523833, -2.426198, -0.551315], [0.299309, -2.407455, 0.728437], [-1.376684, 0.531331, -0.038334], [0.608559, 0.626198, -0.569743], [-0.548180, 1.224796, -1.874566], [-0.821863, -0.591532, -2.986608], [-1.100430, -1.638303, -1.727629], [1.682598, -1.328904, -2.766767], [0.602987, -2.550974, -2.795632], [-0.684475, -2.345892, 0.254741], [0.704314, -1.641566, 1.385778], [0.405330, -3.321110, 1.336281], [-1.063848, 1.046131, 0.778692], [-2.289624, 0.878204, -0.400955], [-1.655279, -0.308352, 0.481720], [2.094178, 1.675683, -2.722057], [3.441994, 1.413326, -3.489344], [2.647861, 1.009100, -3.129333], [2.831530, 0.068930, 4.411728], [3.526349, -1.278760, 4.184852], [2.891968, -0.826604, 4.751241], [-4.487299, 1.188960, -1.260251], [-3.299719, 1.423211, -2.155672], [-3.603997, 0.823299, -1.421561], [-1.592684, 2.955363, -2.397139], [-2.712592, 3.572397, -3.406557], [-2.469478, 2.872730, -2.785669], [-1.343371, -0.118841, 3.466889], [-1.333750, -1.195309, 2.549687], [-1.226790, -0.217423, 2.505389], [-4.244426, -0.011271, -3.251780], [-5.314753, -0.930080, -2.647383], [-4.840198, -0.730778, -3.458577], [2.258934, 1.984781, 2.391244], [0.823529, 1.501432, 2.391131], [1.493445, 1.878819, 1.801598], [-1.630359, -3.772425, 2.877789], [-1.184817, -2.634309, 3.812647], [-1.790772, -2.845151, 3.079169], [1.185909, -1.121196, 4.623424], [-0.374909, -0.897136, 5.033812], [0.247227, -1.299581, 4.413461], [1.314421, 4.504182, -3.504597], [0.533250, 3.418649, -4.185939], [0.908666, 3.647504, -3.326164], [3.120251, 0.835040, 0.711315], [4.462891, 0.454493, 0.162071], [3.940063, 0.385590, 0.972581], [4.290586, 2.150916, 2.744681], [4.625524, 0.895346, 3.581226], [4.004901, 1.636116, 3.509750], [-1.219650, 4.101303, 0.807993], [-0.011441, 3.369781, 1.122706], [-0.863426, 3.205079, 0.677388], [-2.174622, -3.087468, -3.750356], [-3.478979, -2.218231, -3.707178], [-2.858352, -2.728452, -3.175687]], "forces_ev_per_angstrom": [[-0.8, 1.0, -1.7], [-0.5, -1.9, -0.3], [0.9, -0.9, -2.1], [1.6, 0.0, -1.5], [0.5, -0.3, 0.3], [-0.7, -0.6, 0.7], [0.2, -0.3, -0.4], [0.6, -0.6, 1.8], [0.7, 0.2, 0.5], [-0.4, 1.1, 0.8], [-0.4, 0.5, 1.6], [-0.5, 0.4, 0.9], [0.0, 0.3, 0.8], [-1.3, 0.5, 0.2], [-0.3, 0.1, -0.7], [0.0, 0.9, -0.3], [0.4, 0.2, 0.0], [0.4, -0.5, -0.8], [0.2, 0.6, -0.2], [-0.2, 0.3, 0.1], [0.0, -0.8, 0.0], [0.3, 0.4, -0.2], [-0.1, -0.1, 0.0], [-0.1, -0.2, 0.1], [0.1, -0.2, 0.3], [0.1, -0.2, 0.7], [-0.5, 0.9, -1.0], [0.1, 0.8, -0.4], [0.6, 0.0, 0.3], [-0.6, -0.6, -0.1], [0.2, 0.9, -0.6], [0.2, 0.1, -0.9], [-0.7, -0.4, 1.0], [0.0, -0.1, 0.3], [0.1, 0.0, 0.1], [-0.3, -0.2, -0.7], [-0.1, -0.2, -0.1], [0.0, -0.2, -0.2], [-0.1, 0.1, 0.3], [-0.1, 0.0, 0.0], [0.1, -0.3, -0.2], [0.1, 0.1, 0.4], [-0.1, -0.1, 0.4], [0.9, 0.0, 0.4], [-0.7, -0.3, 0.0], [0.1, 0.0, 0.2], [0.1, -0.2, 0.1], [-0.2, 0.1, -0.3], [0.0, -0.3, 0.3], [0.1, -0.3, 0.2], [0.0, 0.5, -0.6], [0.3, -0.3, 0.1], [-0.1, 0.4, -0.3], [-0.1, 0.1, 0.4], [-0.6, -0.5, -0.4], [0.2, -0.8, -0.3], [0.5, 1.3, 0.6], [-0.3, 0.0, -0.1], [-0.1, 0.1, -0.1], [0.4, -0.2, 0.3]]}